The following is a DFT calculation (ωB97M-V with the def2-TZVPD basis set) of a structure of composition C3H7ErO3.

Last column: Löwdin charge in e.
Geometry (Å):
C1 -0.384 2.474 -0.712  -0.18
O1 0.688 1.938 -1.347  -0.45
H1 -0.283 3.524 -0.393  0.08
H2 -1.350 2.293 -1.213  0.07
H3 -0.925 1.095 0.520  0.17
O2 1.592 -2.045 -0.856  -0.32
C2 0.699 -2.070 0.150  -0.36
O3 0.430 -0.655 0.447  -0.35
C3 -0.748 -0.261 1.085  -0.09
Er1 1.859 0.008 -1.400  1.97
H4 1.087 -2.481 1.103  0.15
H5 -0.273 -2.539 -0.107  0.14
H6 -1.647 -0.662 0.602  0.08
H7 -0.745 -0.617 2.122  0.10

expectation value of S²	6.009
HOMO-LUMO gap (alpha / beta)	4.73 / 7.86	eV
multiplicity	5
highest occupied orbital energy (alpha / beta)	-10.872 / -13.966	eV
total charge	+1
energy above the lowest of the compared OMol25 structures with the same formula, charge and spin	1.3133	eV
energy	-1358.9157	Eh